(1)
# C7H18NO2S

2 unconnected molecules or ions with the total composition C7H18NO2S (ωB97M-V/def2-TZVPD, the Open Molecules 2025 dataset).

Max |F|, eV/A: 0.333
Orbital gap, Eh: 0.3344
LUMO energy, eV: -3.858
Relative energy (zero: lowest compared OMol25 entry of this formula, charge and spin), eV: 0.000

Geometry as ORCA input:
```
! RIJCOSX wB97M-V def2-TZVPD def2/J DEFGRID3
* xyz 1 1
O 4.494 1.782 -0.720
C 3.144 1.785 -1.121
C 2.288 2.773 -0.323
C 1.008 3.206 -1.065
C -0.309 2.702 -0.491
N -0.648 1.303 -0.975
S 0.133 -0.034 -0.074
H 4.561 1.475 0.194
H 3.143 2.071 -2.174
H 2.731 0.768 -1.049
H 2.914 3.646 -0.140
H 2.019 2.339 0.644
H 0.928 4.293 -1.026
H 1.066 2.944 -2.128
H -1.131 3.332 -0.832
H -0.302 2.663 0.596
H -0.355 1.224 -1.952
H -1.659 1.169 -0.974
H -1.008 -0.600 0.380
C -1.103 -4.184 0.948
C -2.231 -3.258 1.314
O -2.098 -2.048 1.307
C -3.536 -3.895 1.700
H -0.212 -3.615 0.692
H -0.881 -4.846 1.785
H -1.393 -4.808 0.101
H -3.390 -4.550 2.560
H -3.906 -4.508 0.877
H -4.267 -3.130 1.945
*
```

Here are the natural (NBO) charges for atoms 1 to 5, given in e:
1 O -0.70
2 C -0.05
3 C -0.45
4 C -0.43
5 C -0.22

---

(2)
# C7H19AlNO3

A molecular structure, C7H19AlNO3 (ωB97M-V/def2-TZVPD, the Open Molecules 2025 dataset).

Max |F|, eV/A: 0.379
Orbital gap, Eh: 0.3045
LUMO energy, eV: 3.199

Geometry as ORCA input:
```
! RIJCOSX wB97M-V def2-TZVPD def2/J DEFGRID3
* xyz -1 1
N 1.843 0.687 3.065
C 1.410 1.978 2.536
C 0.501 1.866 1.312
O -0.605 0.986 1.622
C 1.187 1.404 0.048
Al 0.034 0.447 -1.326
C 0.857 0.791 -3.205
C 2.050 1.618 -3.147
O 2.210 2.738 -3.610
H 2.840 0.635 3.202
H 1.381 0.426 3.921
H 0.898 2.572 3.309
H 2.293 2.552 2.239
H 0.093 2.876 1.152
H -1.238 1.468 2.158
H 1.676 2.271 -0.414
H 1.996 0.711 0.323
H -1.505 0.960 -1.359
H 0.119 -1.164 -1.040
H 0.106 1.254 -3.851
H 1.123 -0.202 -3.582
H 2.893 1.170 -2.566
C -2.611 -3.682 0.638
C -2.304 -3.093 -0.730
O -2.857 -1.806 -0.910
H -3.689 -3.732 0.803
H -2.195 -4.688 0.731
H -2.170 -3.063 1.423
H -2.744 -3.715 -1.514
H -1.222 -3.065 -0.894
H -2.370 -1.199 -0.337
*
```

Here are the natural (NBO) charges for atoms 1 to 5, given in e:
1 N -0.84
2 C -0.23
3 C 0.10
4 O -0.73
5 C -0.98

---

(3)
# C7H19Br3O3

A molecular structure, C7H19Br3O3 (ωB97M-V/def2-TZVPD, the Open Molecules 2025 dataset).

Max |F|, eV/A: 3.496
Orbital gap, Eh: 0.3687
LUMO energy, eV: 0.119

Geometry as ORCA input:
```
! RIJCOSX wB97M-V def2-TZVPD def2/J DEFGRID3
* xyz 0 1
C 11.148 6.963 10.559
Br 12.145 6.199 9.129
Br 11.684 8.762 11.028
Br 11.128 5.805 12.110
H 10.123 7.065 10.237
C 6.985 7.589 12.418
C 7.083 6.327 11.525
O 7.769 6.686 10.424
H 6.369 8.285 11.817
H 7.931 8.060 12.684
H 6.376 7.513 13.370
H 6.053 6.034 11.263
H 7.426 5.470 12.043
H 7.489 6.194 9.700
C 4.935 5.484 8.928
C 5.769 4.857 7.869
O 7.094 4.983 8.355
H 3.874 5.494 8.730
H 5.028 6.532 9.120
H 5.110 4.953 9.857
H 5.763 5.282 6.786
H 5.436 3.788 7.848
H 7.585 5.441 7.666
C 7.221 8.563 7.344
C 8.611 8.207 7.547
O 8.691 6.784 7.294
H 6.535 8.000 8.036
H 6.860 8.376 6.314
H 6.975 9.576 7.495
H 8.942 8.541 8.569
H 9.330 8.738 6.841
H 9.632 6.595 7.197
*
```

Here are the natural (NBO) charges for atoms 1 to 5, given in e:
1 C -0.50
2 Br 0.09
3 Br 0.08
4 Br 0.09
5 H 0.25

---

(4)
# C7H19INO3

3 unconnected molecules or ions with the total composition C7H19INO3 (ωB97M-V/def2-TZVPD, the Open Molecules 2025 dataset).

Max |F|, eV/A: 1.355
Orbital gap, Eh: 0.2385
LUMO energy, eV: 2.929
Relative energy (zero: lowest compared OMol25 entry of this formula, charge and spin), eV: 0.310

Geometry as ORCA input:
```
! RIJCOSX wB97M-V def2-TZVPD def2/J DEFGRID3
* xyz -1 1
I -2.647 0.482 -2.735
C -0.933 -1.494 4.402
O -0.594 -1.078 3.098
C 0.587 -0.321 3.046
C 1.129 -0.323 1.616
N 0.183 0.258 0.654
C 0.770 0.242 -0.707
C 1.248 -1.132 -1.158
O 0.324 -2.116 -0.745
C 0.848 -3.401 -0.990
H -1.875 -2.032 4.365
H -1.010 -0.586 5.014
H -0.170 -2.159 4.826
H 1.348 -0.791 3.689
H 0.430 0.687 3.457
H 1.378 -1.356 1.389
H 2.072 0.250 1.669
H 0.211 1.240 0.923
H 1.609 0.961 -0.711
H 0.066 0.670 -1.428
H 2.238 -1.349 -0.734
H 1.368 -1.162 -2.247
H 0.099 -4.117 -0.652
H 1.799 -3.592 -0.485
H 0.940 -3.529 -2.075
C -1.738 4.536 -4.123
O -2.778 4.110 -3.290
H -1.554 3.825 -4.939
H -1.906 5.503 -4.595
H -0.808 4.582 -3.539
H -2.633 3.191 -2.998
*
```

Here are the natural (NBO) charges for atoms 1 to 5, given in e:
1 I -0.96
2 C -0.24
3 O -0.53
4 C -0.05
5 C -0.24

---

(5)
# C7H19N3

3 unconnected molecules or ions with the total composition C7H19N3 (ωB97M-V/def2-TZVPD, the Open Molecules 2025 dataset).

Max |F|, eV/A: 2.046
Orbital gap (spin up / spin down), Eh: 0.2576 / 0.2534
LUMO energy (spin up / spin down), eV: 0.738 / 0.734
Relative energy (zero: lowest compared OMol25 entry of this formula, charge and spin), eV: 4.273

Geometry as ORCA input:
```
! RIJCOSX wB97M-V def2-TZVPD def2/J DEFGRID3
* xyz 0 1
C -0.207 0.620 -0.971
C -0.887 0.029 0.121
C 1.540 -0.487 0.076
C -1.495 -1.345 0.054
C -0.881 0.614 1.506
C 1.559 -1.917 0.547
C 2.240 0.462 1.012
N 0.143 1.948 -0.974
N -0.151 0.043 -2.229
N -2.713 1.008 -0.535
H 1.933 -0.408 -0.937
H 0.093 2.444 -0.102
H 0.931 2.196 -1.553
H -0.298 0.683 -2.996
H -0.698 -0.793 -2.357
H -2.511 1.961 -0.844
H -2.988 0.530 -1.397
H -1.002 -2.030 0.742
H -0.448 -0.095 2.214
H -2.538 -1.256 0.358
H -1.473 -1.791 -0.939
H -1.916 0.806 1.787
H -0.328 1.548 1.596
H 2.593 -2.274 0.667
H 3.314 0.229 1.071
H 1.090 -2.030 1.529
H 1.074 -2.592 -0.160
H 2.169 1.502 0.686
H 1.854 0.393 2.032
*
```

Here are the natural (NBO) charges for atoms 1 to 5, given in e:
1 C 0.47
2 C 0.22
3 C -0.24
4 C -0.66
5 C -0.67

---

(6)
# C7H19N3O3Rb

A molecular structure, C7H19N3O3Rb (ωB97M-V/def2-TZVPD, the Open Molecules 2025 dataset).

Max |F|, eV/A: 5.410
Orbital gap, Eh: 0.2540
LUMO energy, eV: -3.861
Relative energy (zero: lowest compared OMol25 entry of this formula, charge and spin), eV: 3.767

Geometry as ORCA input:
```
! RIJCOSX wB97M-V def2-TZVPD def2/J DEFGRID3
* xyz 1 1
Rb -0.106 2.286 2.561
C 5.865 1.204 -2.595
O 4.717 1.180 -1.796
C 3.539 1.507 -2.372
C 2.680 0.331 -2.871
N 2.279 -0.478 -1.703
C 1.369 -1.514 -1.992
C -0.052 -0.924 -2.375
O -0.601 -0.407 -1.138
C -2.078 -0.613 -1.095
H 5.895 0.374 -3.302
H 6.708 0.995 -1.936
H 6.136 2.102 -3.149
H 3.844 2.160 -3.191
H 2.946 2.066 -1.649
H 3.305 -0.274 -3.529
H 1.966 0.843 -3.515
H 3.087 -0.863 -1.236
H 1.421 -2.109 -1.081
H 1.816 -2.076 -2.812
H -0.544 -1.875 -2.579
H -0.153 -0.219 -3.200
H -2.642 -0.209 -0.254
H -2.443 -1.604 -1.364
H -2.480 0.016 -1.889
C -5.284 -0.090 6.292
O -4.119 0.284 6.264
N -6.333 0.640 5.953
N -5.697 -1.265 6.545
H -7.205 0.186 5.723
H -6.119 1.623 5.857
H -5.014 -1.926 6.888
H -6.703 -1.350 6.541
*
```

Here are the natural (NBO) charges for atoms 1 to 5, given in e:
1 Rb 1.00
2 C -0.26
3 O -0.54
4 C -0.04
5 C -0.27

---

(7)
# C7H19N3S

A single C7H19N3S molecule (ωB97M-V/def2-TZVPD, the Open Molecules 2025 dataset).

Max |F|, eV/A: 3.967
Orbital gap (spin up / spin down), Eh: 0.1705 / 0.2310
<S²>: 2.01
LUMO energy (spin up / spin down), eV: 0.839 / -1.882

Geometry as ORCA input:
```
! RIJCOSX wB97M-V def2-TZVPD def2/J DEFGRID3
* xyz 0 3
C -0.373 1.425 2.150
C 0.704 -0.882 1.882
C 1.799 1.033 0.677
C 1.701 -1.634 -1.775
C -0.513 0.318 -2.425
C -0.515 0.420 0.026
C 0.444 0.496 1.231
N -3.397 0.175 0.036
N 0.555 -1.256 -1.036
N 0.135 0.025 -1.143
S -2.083 -0.842 0.415
H -0.432 2.448 1.763
H 0.068 1.385 3.117
H -1.487 0.997 2.167
H 0.381 -1.580 1.067
H 1.688 -1.195 2.063
H 0.085 -1.017 2.677
H 2.433 1.309 1.575
H 2.280 0.424 -0.064
H 1.663 2.014 0.253
H 2.371 -0.789 -1.874
H 2.122 -2.402 -1.240
H 1.554 -2.183 -2.761
H -1.674 0.210 -2.484
H -0.313 1.361 -2.696
H -0.257 -0.311 -3.297
H -0.986 1.419 -0.102
H -4.320 -0.199 -0.184
H -3.511 0.791 0.867
H -0.122 -1.962 -0.885
*
```

Here are the natural (NBO) charges for atoms 1 to 5, given in e:
1 C -0.60
2 C -0.63
3 C -0.60
4 C -0.41
5 C -0.45

---

(8)
# C7H19NO3SSi

A molecular structure, C7H19NO3SSi (ωB97M-V/def2-TZVPD, the Open Molecules 2025 dataset).

Max |F|, eV/A: 4.807
Orbital gap, Eh: 0.3215
LUMO energy, eV: -0.275
Relative energy (zero: lowest compared OMol25 entry of this formula, charge and spin), eV: 2.470

Geometry as ORCA input:
```
! RIJCOSX wB97M-V def2-TZVPD def2/J DEFGRID3
* xyz 0 1
C 1.002 1.260 -0.907
C 2.726 0.128 0.519
C 1.379 -1.234 -1.174
C -1.919 3.470 0.115
C -1.190 -2.241 2.287
C -2.414 -0.970 -0.785
C 1.305 -0.020 -0.243
N 0.255 -0.167 0.796
O -3.651 1.706 1.743
O -1.236 1.822 2.529
O -1.666 2.106 0.020
Si -1.187 -1.024 0.737
S -2.248 1.350 1.548
H 0.096 1.266 -1.618
H 0.870 2.182 -0.370
H 1.821 1.394 -1.646
H 3.735 0.035 -0.103
H 2.684 -0.632 1.317
H 2.610 1.227 0.947
H 1.604 -2.191 -0.655
H 0.506 -1.416 -1.822
H 2.273 -1.047 -1.851
H -2.016 3.539 1.147
H -2.909 3.729 -0.276
H -1.138 4.091 -0.282
H -1.994 -2.001 3.088
H -1.519 -3.335 1.934
H -0.190 -2.348 2.660
H -2.876 -1.896 -1.140
H -3.159 -0.199 -0.476
H -1.785 -0.494 -1.544
H 0.226 0.699 1.275
*
```

Here are the natural (NBO) charges for atoms 1 to 5, given in e:
1 C -0.63
2 C -0.62
3 C -0.64
4 C -0.26
5 C -1.15

---

max |F| of number 2 (C7H19AlNO3)?
0.379 eV/A

---

max |F| of number 4 (C7H19INO3)?
1.355 eV/A